No. 1
Entry from the OMol25 dataset: C44H37As2BiN5O4 as an isolated structure at a distorted geometry (ωB97M-V with the def2-TZVPD basis set).

Element x y z (Å)
H: -0.1289 -0.5278 3.3316
N: -1.4881 4.0078 1.6401
H: 0.6930 7.6840 3.8161
H: 7.6418 1.3029 -0.7147
H: 7.8878 -1.0287 -1.5034
H: 3.6987 -1.6612 -0.9725
C: 5.5224 1.1422 -0.4312
H: 2.1273 0.6467 -5.0375
C: 1.1361 2.3845 -4.2608
C: 1.9525 -0.5038 0.9631
H: 2.9985 4.3071 5.0826
H: 5.9029 -2.5006 -1.6275
N: -3.5183 0.7532 0.4976
C: -3.2695 0.2341 2.8414
C: -1.9386 -3.0360 -2.2432
C: -0.2517 -4.6345 0.6030
C: -1.5123 0.4147 -3.0120
C: -2.0591 -3.5290 -3.5316
C: 1.9295 1.4492 -1.7432
C: -4.1521 0.7750 1.7358
C: -1.1847 -0.4304 3.5536
H: 1.5293 2.8170 3.7530
H: -1.5517 0.0663 -5.1187
H: 1.3919 -0.0569 1.7901
C: -1.0984 -3.5573 0.8450
H: 0.8484 2.7563 -5.2361
C: -2.5465 -4.9848 2.1357
C: 6.7747 0.6589 -0.7867
H: -5.3069 0.5971 -3.0741
N: -0.5117 3.5297 2.2741
C: -0.7408 -2.4661 -1.8100
C: -3.8445 -0.1280 4.0471
H: 2.8860 -0.8624 1.3996
C: -0.9821 -3.4474 -4.4070
C: 4.5499 -0.9907 -0.9325
C: 6.9130 -0.6500 -1.2236
C: -4.2794 0.9574 -0.6560
H: 2.5824 6.7449 5.1075
H: 0.6303 -4.5085 -0.0135
C: -1.6819 -0.8283 4.7774
C: -2.1421 0.2425 -4.2308
C: 1.2144 -1.7549 0.4472
C: 1.8513 1.1982 -4.1472
H: -1.0127 -1.2458 5.5161
H: 2.8499 -0.1587 -2.8323
C: -2.2450 -3.7344 1.6098
H: 5.4136 2.1641 -0.0873
H: 0.1061 -6.7178 0.9416
H: -4.0506 0.1587 -5.2163
H: -3.4590 -0.9771 5.9805
H: -0.4348 0.3719 -2.9338
H: -3.4429 -5.1227 2.7266
H: -2.9078 -2.8950 1.7928
O: -2.1400 3.1611 0.9119
C: 1.2115 2.6412 -1.8741
As: 2.6980 1.1341 0.0440
C: 0.0509 5.7912 3.0715
C: 5.7988 -1.4758 -1.2933
C: 1.3556 3.8816 3.7833
C: -1.6997 -6.0556 1.8961
C: 0.8767 6.6181 3.8115
C: 4.3951 0.3277 -0.5088
H: -0.7757 6.1912 2.5033
C: -0.5510 -5.8791 1.1315
H: 1.2836 -2.4977 1.2415
As: -0.7503 -1.8137 0.0349
H: -1.9361 -7.0321 2.2986
C: -3.5266 0.2949 -4.2795
Bi: -1.3189 1.0657 0.4837
C: 2.2460 0.7358 -2.8982
C: 0.3250 -2.3771 -2.6907
C: -3.5192 0.6979 -1.9337
H: 1.0439 -2.7997 -4.6681
C: 0.3027 4.4247 3.0677
H: -2.9894 -3.9807 -3.8521
H: 1.2580 -1.9193 -2.3957
H: -1.0698 -3.8380 -5.4127
C: -3.0387 -0.6735 5.0309
C: 1.9389 6.0904 4.5348
O: -5.2807 1.0973 1.9878
C: -4.2286 0.5344 -3.1097
H: 1.7405 -2.1687 -0.4091
O: -5.4435 1.2495 -0.7061
H: -4.9062 0.0264 4.1762
H: -2.7802 -3.0987 -1.5608
N: -2.1865 0.6235 -1.8821
H: 1.0065 3.2500 -0.9970
C: 2.1737 4.7247 4.5206
O: -0.1670 2.2668 2.2231
H: 0.2646 4.0369 -3.2007
C: 0.8097 3.1047 -3.1204
C: 0.2053 -2.8687 -3.9861
N: -1.9667 0.0826 2.6004

Properties
LUMO level: -2.8 eV
Charge: +1

=====

No. 2
Entry from the OMol25 dataset: C2HFO2Zn as an isolated structure at a distorted geometry (ωB97M-V with the def2-TZVPD basis set).

Element x y z (Å)
F: -0.7790 -1.1746 0.2177
O: 0.3328 0.9488 -0.0699
O: 1.4692 -2.3194 0.1308
C: 1.3277 0.0924 -0.2257
C: 0.9622 -1.2723 -0.0998
H: -0.7205 0.2465 0.1222
Zn: 3.1984 0.6102 0.1313

Properties
LUMO level (spin up / spin down): -8.3 / -8.3 eV
Multiplicity: 2
Charge: +1

=====

no.,electronic energy (a.u.)
1,-6959.5099
2,-2106.0225